(1)
The following is a DFT calculation (ωB97M-V/def2-TZVPD) of a structure of composition C20H41Br15O21S6.

## Properties
Maximum force ... 6.2 eV/A
Highest occupied orbital energy (spin up / spin down) ... -11.87 / -11.87 eV
Charge ... +1
LUMO level (spin up / spin down) ... -4.1 / -9.3 eV
Gap between HOMO and LUMO (spin up / spin down) ... 7.8 / 2.6 eV
2S+1 ... 2

Each line ends with the Löwdin charge.
Atoms and positions in Å:
O  29.21  -14.05  11.42  -0.324
S  28.37  -13.41  12.42  0.692
O  27.01  -13.86  12.72  -0.291
O  29.19  -13.33  13.88  -0.313
C  29.81  -14.46  14.38  -0.306
C  29.95  -14.19  15.96  -0.068
C  28.38  -11.56  12.16  -0.131
H  30.70  -14.65  13.78  0.026
H  29.14  -15.30  14.21  0.100
H  30.48  -14.99  16.47  0.025
H  28.95  -13.91  16.30  0.075
H  30.53  -13.28  16.11  0.041
H  27.56  -11.21  11.54  -0.006
H  29.28  -11.14  11.70  0.016
H  28.30  -11.04  13.11  -0.018
O  25.28  -14.52  20.50  -0.316
S  25.24  -15.99  20.66  0.677
O  24.10  -16.55  21.37  -0.286
O  25.18  -16.60  19.14  -0.275
C  25.84  -15.76  18.15  -0.249
C  26.34  -16.60  16.93  -0.044
C  26.89  -16.75  21.18  -0.071
H  26.73  -15.33  18.61  0.096
H  25.16  -14.99  17.79  0.116
H  26.73  -17.54  17.33  0.076
H  27.25  -16.23  16.45  0.057
H  25.55  -16.74  16.19  0.062
H  27.48  -16.00  21.71  0.063
H  27.38  -17.05  20.26  0.047
H  26.59  -17.65  21.74  0.064
O  26.51  -16.48  13.40  -0.295
S  26.90  -17.39  12.33  0.713
O  26.51  -18.79  12.36  -0.288
O  26.42  -16.81  10.78  -0.268
C  25.16  -16.91  10.30  -0.312
C  25.15  -16.26  8.88  -0.044
C  28.69  -17.42  12.03  -0.104
H  24.49  -16.39  10.98  0.102
H  24.96  -17.98  10.16  0.122
H  25.33  -15.19  8.95  0.060
H  24.15  -16.26  8.44  0.078
H  25.94  -16.58  8.20  0.078
H  29.19  -18.03  12.78  0.075
H  29.05  -16.39  12.01  0.026
H  28.93  -17.94  11.10  0.076
C  32.54  -13.14  10.09  -1.560
Br  33.86  -12.67  8.88  0.748
Br  32.11  -11.84  11.44  0.714
Br  32.97  -14.85  11.02  0.746
H  31.58  -13.25  9.59  -0.006
C  34.33  -12.66  14.26  -1.516
Br  35.88  -12.83  13.09  0.627
Br  34.91  -12.22  16.13  0.625
Br  33.22  -14.21  14.34  0.827
H  33.79  -11.73  14.04  -0.035
C  32.52  -14.08  18.85  -1.481
Br  33.91  -14.60  20.20  0.537
Br  32.46  -12.13  18.53  0.505
Br  30.85  -15.06  19.32  0.569
H  32.87  -14.38  17.86  -0.068
C  24.15  -9.75  10.89  -1.467
Br  23.03  -9.32  9.32  0.575
Br  25.71  -8.52  11.22  0.690
Br  24.86  -11.51  10.80  0.745
H  23.55  -9.64  11.79  -0.015
C  28.92  -8.77  16.13  -1.492
Br  30.24  -8.93  17.54  0.559
Br  27.55  -7.42  16.63  0.574
Br  28.12  -10.59  15.77  0.598
H  29.35  -8.51  15.16  -0.069
C  27.41  -11.18  6.04  -0.148
C  26.46  -10.25  6.82  -0.176
O  26.48  -10.91  8.06  -0.265
S  27.97  -11.31  8.47  0.666
O  27.90  -12.68  9.03  -0.268
O  28.55  -10.25  9.29  -0.252
O  28.54  -11.43  6.92  -0.180
H  27.63  -10.62  5.13  0.136
H  26.88  -12.10  5.80  0.138
H  25.43  -10.42  6.49  0.139
H  26.60  -9.17  6.81  0.140
C  23.73  -14.16  12.95  -0.151
C  24.59  -14.22  14.31  -0.264
O  23.71  -13.82  15.22  -0.210
S  22.30  -14.71  15.04  0.818
O  21.16  -14.11  15.75  -0.236
O  22.59  -16.16  15.28  -0.263
O  22.42  -14.35  13.42  -0.210
H  24.02  -14.98  12.30  0.100
H  23.95  -13.20  12.47  0.022
H  25.41  -13.51  14.30  0.115
H  24.92  -15.18  14.71  0.086
C  28.10  -5.43  11.84  -0.160
C  28.28  -6.19  10.52  -0.109
O  28.70  -7.55  10.96  -0.301
S  29.03  -7.85  12.54  0.731
O  30.32  -8.52  12.68  -0.245
O  27.84  -8.51  13.13  -0.401
O  28.93  -6.14  12.75  -0.235
H  27.11  -5.39  12.30  0.129
H  28.45  -4.40  11.85  0.137
H  29.05  -5.78  9.86  0.130
H  27.36  -6.25  9.93  0.106

***

(2)
The following is a DFT calculation (ωB97M-V/def2-TZVPD) of a cluster of 7 separate species, C20H41Br2N2O7P in total.

## Properties
Maximum force ... 0.8 eV/A
Highest occupied orbital energy ... -8.94 eV
SMILES string ... OP(Br)c1cc(Br)c2nccnc2c1.CCO.CCO.CCO.CCO.CCO.CCO
LUMO level ... -0.8 eV
Gap between HOMO and LUMO ... 8.1 eV
2S+1 ... 1

Each line ends with the Löwdin charge.
Atoms and positions in Å:
O  -0.60  -0.30  3.17  -0.375
P  -0.40  0.34  1.69  0.599
Br  -0.34  -1.55  0.44  0.333
C  -2.07  0.94  1.28  -0.438
C  -2.10  2.10  0.48  -0.155
C  -3.31  2.60  0.10  -0.584
Br  -3.34  4.16  -1.00  0.773
C  -4.54  2.00  0.46  -0.253
N  -5.72  2.51  0.02  0.105
C  -6.78  1.87  0.42  -0.103
C  -6.73  0.74  1.27  -0.102
N  -5.63  0.22  1.71  0.148
C  -4.50  0.86  1.29  -0.201
C  -3.24  0.34  1.68  -0.013
H  -0.03  -1.10  3.22  -0.013
H  -1.19  2.59  0.18  0.090
H  -7.75  2.23  0.09  0.115
H  -7.66  0.28  1.57  0.109
H  -3.20  -0.54  2.31  0.118
C  -5.55  3.34  -4.25  -0.107
C  -6.57  2.25  -4.01  -0.313
O  -6.15  1.36  -2.98  -0.094
H  -4.58  2.91  -4.52  0.077
H  -5.86  4.02  -5.04  0.066
H  -5.40  3.91  -3.33  0.040
H  -6.72  1.65  -4.91  0.109
H  -7.54  2.69  -3.73  0.106
H  -6.02  1.88  -2.18  0.030
C  2.58  -3.72  4.44  -0.086
C  1.10  -3.60  4.11  -0.275
O  0.86  -2.57  3.15  -0.173
H  2.96  -2.78  4.84  0.061
H  2.75  -4.50  5.18  0.080
H  3.16  -3.95  3.55  0.077
H  0.52  -3.35  4.99  0.119
H  0.72  -4.55  3.71  0.114
H  1.35  -2.77  2.35  0.049
C  -3.02  7.26  -6.83  -0.094
C  -4.01  6.14  -6.58  -0.324
O  -3.58  5.26  -5.55  -0.097
H  -2.04  6.84  -7.10  0.075
H  -3.35  7.91  -7.63  0.073
H  -2.87  7.86  -5.93  0.072
H  -4.14  5.53  -7.47  0.112
H  -4.99  6.56  -6.31  0.108
H  -3.47  5.78  -4.75  0.081
C  -1.14  -1.73  -3.94  -0.094
C  -2.25  -2.74  -3.70  -0.321
O  -1.95  -3.61  -2.61  -0.095
H  -0.20  -2.24  -4.14  0.075
H  -1.38  -1.08  -4.78  0.073
H  -1.00  -1.11  -3.05  0.057
H  -2.39  -3.37  -4.58  0.109
H  -3.20  -2.23  -3.50  0.109
H  -1.84  -3.06  -1.83  0.029
C  7.02  -2.35  4.50  -0.103
C  6.05  -1.60  5.39  -0.311
O  5.11  -2.49  6.01  -0.098
H  6.48  -2.90  3.73  0.077
H  7.72  -1.67  4.02  0.071
H  7.60  -3.08  5.07  0.064
H  5.46  -0.89  4.82  0.110
H  6.59  -1.05  6.17  0.107
H  5.61  -3.12  6.54  0.081
C  11.11  -3.43  1.64  -0.093
C  10.78  -3.21  3.11  -0.314
O  9.49  -3.72  3.44  -0.098
H  10.36  -2.94  1.01  0.076
H  12.09  -3.02  1.39  0.074
H  11.11  -4.49  1.39  0.072
H  10.77  -2.15  3.34  0.111
H  11.53  -3.70  3.74  0.108
H  9.49  -4.66  3.24  0.085

***

(3)
The following is a DFT calculation (ωB97M-V/def2-TZVPD) of a structure of composition C20H41CoN3S2Si2.

## Properties
Maximum force ... 2.4 eV/A
Highest occupied orbital energy (spin up / spin down) ... -5.38 / -6.03 eV
Energy relative to the best compared isomer or geometry (same formula, charge and spin) ... 0.000 eV
LUMO level (spin up / spin down) ... 0.2 / 0.1 eV
Gap between HOMO and LUMO (spin up / spin down) ... 5.5 / 6.2 eV
2S+1 ... 4

Each line ends with the Löwdin charge.
Atoms and positions in Å:
Co  -0.80  0.57  0.46  0.342
S  -0.59  2.15  2.25  0.872
S  -1.56  0.76  -1.93  0.876
C  -0.16  1.46  3.87  -0.353
C  -2.31  2.58  2.64  -0.404
C  -3.26  1.64  1.92  -0.257
N  -2.79  1.57  0.53  -0.193
C  -3.78  1.02  -0.39  -0.263
C  -3.28  1.32  -1.79  -0.420
H  -2.45  3.62  2.31  0.079
H  -2.45  2.54  3.73  0.082
H  -4.30  1.99  1.96  0.122
H  -3.23  0.62  2.34  0.130
H  -4.77  1.47  -0.21  0.121
H  -3.85  -0.06  -0.21  0.129
H  -3.28  2.40  -1.99  0.073
H  -3.88  0.82  -2.56  0.081
C  -1.89  -0.77  -2.87  -0.316
H  -2.56  2.51  0.22  0.078
H  -2.22  -1.55  -2.18  0.052
H  -0.97  -1.07  -3.37  0.027
H  -2.65  -0.57  -3.64  0.046
H  0.94  1.44  3.93  0.021
H  -0.57  0.45  4.02  0.048
H  -0.55  2.15  4.62  0.041
C  0.70  3.36  -0.75  -0.067
C  -0.58  3.77  -0.64  -0.123
H  1.16  3.20  -1.73  0.046
H  1.37  3.33  0.12  0.058
H  -1.25  3.79  -1.52  0.055
H  -0.94  4.29  0.27  0.051
C  1.24  0.93  -3.67  -0.200
Si  2.07  -0.30  -2.51  0.363
C  2.75  -1.84  -3.33  -0.188
C  3.42  0.69  -1.65  -0.178
N  0.92  -0.83  -1.31  -0.054
C  0.26  -1.85  -0.82  -0.415
C  0.17  -3.17  -1.36  -0.062
C  -0.57  -4.16  -0.73  -0.119
C  -1.38  -3.87  0.40  -0.140
C  -1.38  -2.60  0.95  -0.074
C  -0.43  -1.64  0.49  -0.404
N  0.14  -0.73  1.37  -0.194
Si  1.75  -1.05  2.06  0.408
C  2.62  -2.49  1.25  -0.157
C  2.70  0.54  1.83  -0.169
C  1.53  -1.60  3.84  -0.178
H  1.96  1.24  -4.45  0.036
H  0.92  1.82  -3.13  -0.017
H  0.36  0.50  -4.18  0.008
H  3.61  -1.62  -3.98  0.022
H  3.08  -2.57  -2.57  0.028
H  1.98  -2.33  -3.94  0.022
H  3.01  1.64  -1.27  0.005
H  3.86  0.15  -0.81  0.019
H  4.22  0.94  -2.36  0.032
H  0.74  -3.40  -2.27  0.086
H  -0.55  -5.19  -1.10  0.095
H  -1.98  -4.66  0.86  0.088
H  -1.98  -2.34  1.82  0.097
H  2.95  -2.30  0.22  0.022
H  3.51  -2.74  1.85  0.033
H  1.99  -3.39  1.22  0.039
H  2.49  1.27  2.61  0.008
H  3.78  0.31  1.87  0.037
H  2.50  0.99  0.85  0.000
H  1.15  -0.81  4.49  -0.001
H  0.85  -2.46  3.88  0.039
H  2.51  -1.92  4.22  0.030

***

Number 3 is which compound?
C20H41CoN3S2Si2